Formula: C32H35AsMnN3O3PSSe2Te
Source: OMol25
Level of theory: ωB97M-V with the def2-TZVPD basis set

Computed properties:
- Molecular weight: 988.07 g mol⁻¹
- ΔE to the lowest compared entry with this formula, charge and spin: 72.5 kJ/mol
- LUMO energy (spin up / spin down): -0.2 / -0.2 eV
- 2S+1: 2
- HOMO (spin up / spin down): -6.749 / -6.813 eV
- Gap between HOMO and LUMO (spin up / spin down): 0.2412 / 0.2435 hartree
- Expectation value of S²: 1.2001

```
80
C32H35AsMnN3O3PSSe2Te | OMol25 | ωB97M-V with the def2-TZVPD basis set
Te 1.12 -3.51 1.19
Se 0.53 -3.14 4.65
Se 0.90 -0.91 4.98
As -1.02 1.58 -1.20
Mn -0.11 -1.00 1.40
S -1.09 1.05 2.19
P 1.17 -2.41 -0.91
O 2.61 -2.40 -1.60
O 0.75 -0.99 -0.69
O 0.17 -3.05 -1.99
N -1.59 -1.96 3.20
N -1.78 -1.52 0.24
N 1.68 -0.35 2.28
C -0.69 3.68 -3.28
C -1.04 4.32 -4.46
C -2.02 2.68 0.06
C -2.81 2.75 -4.81
C 3.37 3.29 -0.61
C -2.76 3.14 2.30
C 2.09 -0.42 3.55
C 3.81 0.59 1.70
C 1.81 1.82 -1.70
C -2.01 2.34 1.42
C -3.49 4.22 1.86
C 4.23 0.48 3.01
C 2.53 0.15 1.38
C 4.82 -3.22 -1.91
C -2.10 3.86 -5.22
C -3.90 -2.51 3.45
C 0.04 -4.47 -2.18
C 3.37 -3.60 -1.80
C -2.77 3.78 -0.38
C -2.45 2.09 -3.63
C -1.40 2.56 -2.85
C -2.24 -3.83 4.54
C 2.35 3.75 0.21
C -1.39 -4.88 -1.90
C -3.51 4.55 0.51
C 3.09 2.31 -1.56
C 1.06 3.26 0.07
C -3.57 -3.61 4.22
C 3.36 -0.03 3.95
C 0.77 2.30 -0.90
C -1.29 -2.96 4.02
C -2.88 -1.71 2.97
H 2.56 4.50 0.96
H 0.73 -5.00 -1.52
H 0.13 4.05 -2.68
H 5.17 -2.77 -0.97
H -2.37 4.37 -6.14
H 1.60 1.05 -2.44
H 3.88 1.94 -2.20
H -2.77 4.04 -1.43
H -2.08 -4.27 -2.48
H -4.06 4.81 2.57
H -2.57 -0.90 0.40
H 0.32 -4.68 -3.22
H 0.27 3.63 0.71
H -2.09 -2.48 0.35
H -0.48 5.20 -4.77
H 3.01 -4.08 -2.71
H 4.97 -2.50 -2.71
H -4.34 -4.27 4.62
H -3.01 1.22 -3.32
H 4.37 3.68 -0.51
H -1.48 -1.36 -0.71
H -3.64 2.38 -5.40
H -1.54 -5.93 -2.15
H 5.43 -4.10 -2.11
H 4.43 0.99 0.92
H -4.93 -2.27 3.22
H -4.08 5.40 0.14
H 3.64 -0.14 4.99
H -1.95 -4.62 5.21
H 5.23 0.80 3.30
H -3.08 -0.81 2.40
H -1.61 -4.75 -0.84
H 3.20 -4.27 -0.95
H 2.17 0.20 0.36
H -2.75 2.89 3.35
```

---

Formula: C32H35CrF6GeIN7OSSb
Source: OMol25
Level of theory: ωB97M-V with the def2-TZVPD basis set

Computed properties:
- Molecular weight: 1053.01 g mol⁻¹
- LUMO energy (spin up / spin down): 1.0 / 1.0 eV
- 2S+1: 2
- Total charge: -1
- HOMO (spin up / spin down): -5.492 / -5.341 eV
- Gap between HOMO and LUMO (spin up / spin down): 0.2379 / 0.2324 hartree
- Expectation value of S²: 0.7725

```
86
C32H35CrF6GeIN7OSSb | OMol25 | ωB97M-V with the def2-TZVPD basis set
I 2.06 -3.43 -0.04
Sb -3.83 -1.37 1.26
Ge -1.57 3.19 -0.22
Cr -0.07 0.14 0.45
S 3.54 -0.35 -0.40
F -3.71 -2.64 3.01
F -4.11 -0.06 2.64
F -0.67 -1.62 0.09
F -1.95 0.66 0.84
F -4.77 -0.10 0.06
F -5.59 -2.15 1.31
O 0.07 1.53 2.22
N -0.94 -2.81 2.53
N -0.38 -0.61 2.47
N 3.28 0.39 -4.07
N 3.56 0.47 -2.73
N 1.37 -0.12 -2.29
N -0.81 0.86 4.24
N 0.36 -0.21 -1.61
C 2.41 -2.50 1.82
C 2.70 -1.65 4.46
C -3.18 -0.62 -2.63
C 2.69 -0.70 3.42
C -0.79 -0.57 -2.40
C -1.78 -1.63 -4.31
C -0.36 0.63 2.96
C -0.83 2.23 4.76
C -1.13 4.72 -1.42
C -3.05 -1.32 -3.83
C 2.27 -3.05 -5.00
C 2.52 -0.04 1.05
C -0.66 -1.25 -3.61
C 2.67 0.05 -1.89
C 2.44 -3.40 2.85
C 1.98 -2.89 -6.34
C 2.85 0.67 3.76
C 2.12 -1.63 -6.91
C -1.64 3.98 1.58
C -3.36 2.71 -0.83
C 2.54 -0.55 -6.14
C 2.88 1.63 2.81
C 2.82 -0.71 -4.78
C -0.91 -1.63 3.12
C -1.34 -0.18 4.95
C -2.06 -0.24 -1.92
C 2.54 -1.09 2.05
C 2.69 -1.98 -4.22
C -1.40 -1.43 4.46
C 2.75 1.26 1.46
C 0.02 2.07 -0.51
C 2.59 -2.98 4.18
H 2.93 -2.14 -3.17
H -0.77 -2.77 1.53
H -0.09 2.81 4.23
H 3.04 2.67 3.07
H 2.17 -4.03 -4.53
H 0.33 -1.52 -3.96
H -1.67 -2.18 -5.24
H -1.97 5.02 1.50
H 2.88 2.00 0.69
H 0.19 2.10 -1.59
H -1.73 -3.39 2.84
H 2.64 0.43 -6.59
H -1.83 5.56 -1.27
H -1.74 0.07 5.93
H 2.97 0.92 4.80
H -2.17 0.31 -1.00
H -1.81 2.68 4.59
H 1.90 -1.48 -7.96
H -3.79 1.89 -0.24
H -4.16 -0.38 -2.22
H 2.60 -3.71 4.98
H 3.68 1.14 -4.60
H 2.81 -1.30 5.48
H -0.11 5.09 -1.27
H -3.94 -1.62 -4.38
H -0.61 2.21 5.82
H -2.35 3.42 2.20
H 1.64 -3.73 -6.94
H 2.33 -4.45 2.63
H -3.98 3.60 -0.72
H -0.66 3.95 2.05
H -3.35 2.41 -1.88
H -1.87 -2.23 4.99
H -1.22 4.40 -2.47
H 0.86 2.58 -0.03
```

---

Formula: C32H35F3N2PdSSb
Source: OMol25
Level of theory: ωB97M-V with the def2-TZVPD basis set

Computed properties:
- Molecular weight: 764.89 g mol⁻¹
- LUMO energy (spin up / spin down): -2.0 / -4.1 eV
- 2S+1: 3
- Total charge: +1
- HOMO (spin up / spin down): -9.353 / -10.968 eV
- Gap between HOMO and LUMO (spin up / spin down): 0.2685 / 0.2523 hartree
- Expectation value of S²: 2.0099

```
75
C32H35F3N2PdSSb | OMol25 | ωB97M-V with the def2-TZVPD basis set
Sb 1.11 0.04 0.77
Pd -1.38 0.42 0.01
S -1.16 1.51 -2.18
F 4.90 -2.98 -3.13
F 4.09 5.45 1.04
F 2.08 -1.84 6.61
N -0.76 0.40 -4.59
N -0.46 -0.99 -2.92
C -3.61 0.90 0.45
C 3.41 -3.08 -1.32
C 3.48 1.91 1.19
C -1.17 1.55 -5.37
C 3.45 4.28 0.97
C -3.00 -1.28 0.85
C 2.44 -1.03 -0.48
C 0.08 -1.73 -4.07
C 1.55 -2.00 3.05
C -3.67 -0.39 -0.08
C 3.97 -0.97 -2.36
C -0.40 -0.86 -5.24
C -2.54 -0.52 1.94
C -4.34 -0.81 -1.35
C 1.46 3.05 0.54
C 2.58 -2.41 -0.43
C 4.15 3.12 1.26
C -0.79 0.28 -3.27
C -4.24 2.14 -0.10
C 3.14 -0.32 -1.46
C 2.11 4.27 0.61
C -1.91 -1.06 3.18
C 1.73 -2.41 4.36
C 1.72 0.29 3.73
C -2.87 -2.76 0.70
C 1.90 -1.45 5.34
C 2.13 1.87 0.83
C -2.89 0.84 1.71
C 4.10 -2.34 -2.27
C 1.55 -0.64 2.72
C 1.90 -0.10 5.05
C -2.68 2.00 2.62
H -3.57 -3.28 1.37
H 2.05 0.62 5.85
H 1.17 -1.78 -4.02
H -0.33 1.92 -5.96
H -0.33 -2.73 -4.10
H -3.57 3.00 -0.02
H -1.25 -0.34 3.67
H -4.83 -1.78 -1.23
H -5.09 -0.09 -1.65
H 4.53 -0.43 -3.11
H 1.73 1.35 3.51
H 1.74 -3.46 4.64
H -1.99 1.27 -6.04
H 3.54 -4.16 -1.29
H -2.43 1.67 3.63
H 2.05 -3.01 0.30
H -3.62 -0.91 -2.17
H -2.68 -1.35 3.90
H -1.28 -1.29 -5.74
H 1.62 5.21 0.39
H -4.49 2.02 -1.15
H 0.42 3.03 0.24
H -1.87 -3.10 0.95
H 1.39 -2.76 2.30
H 0.38 -0.70 -5.99
H 5.19 3.18 1.53
H 3.05 0.76 -1.52
H -1.51 2.33 -4.70
H -1.88 2.65 2.28
H -0.15 -1.15 -1.98
H -5.15 2.39 0.45
H -3.58 2.61 2.68
H -1.32 -1.95 2.97
H 4.02 1.00 1.41
H -3.10 -3.08 -0.32
```